# 1
DFT (ωB97M-V/def2-TZVPD) results for an isolated ion of composition C5H12N3S and charge +1 at a distorted geometry.

Values from the calculation:
HOMO-LUMO gap ... 8.59 eV
Relative energy (zero: lowest compared OMol25 entry of this formula, charge and spin) ... 224.9 kJ/mol
Net charge ... +1

Element x y z (Å)
C: -0.514 0.633 -2.362
C: 1.327 1.077 -0.679
C: 0.045 0.763 0.168
C: 0.104 1.597 1.491
C: 0.169 -0.732 0.763
N: -0.990 1.151 -0.745
N: -1.136 0.690 -3.477
N: 0.530 -1.698 -0.261
S: 1.066 0.150 -2.263
H: 1.146 2.097 -1.108
H: 2.387 1.023 -0.272
H: -0.623 1.133 2.160
H: -0.152 2.650 1.352
H: 1.066 1.485 1.854
H: -0.751 -0.923 1.299
H: 0.966 -0.651 1.539
H: -2.102 1.008 -3.502
H: -0.726 0.477 -4.385
H: -1.998 0.943 -0.664
H: -0.039 -2.564 -0.156
H: 1.448 -2.187 -0.209



# 2
DFT (ωB97M-V/def2-TZVPD) results for a 2-piece molecular cluster, C5H12N3S overall at a distorted geometry.

Values from the calculation:
Multiplicity ... 3
HOMO-LUMO gap (spin up / spin down) ... 7.78 / 6.49 eV
Relative energy (zero: lowest compared OMol25 entry of this formula, charge and spin) ... 0.0 kJ/mol
Net charge ... +1

Element x y z (Å)
C: -1.340 -0.639 -0.820
C: -0.676 -0.651 -2.050
C: -0.592 -0.351 0.332
C: 0.847 -0.491 0.090
C: 1.254 -1.917 0.488
N: -1.100 -0.146 1.539
N: 1.563 0.471 0.757
N: -0.760 2.394 -0.484
S: 0.946 -0.412 -1.861
H: -2.415 -0.621 -0.911
H: -1.026 -0.703 -3.004
H: 2.333 -2.216 0.293
H: 0.488 -2.617 0.137
H: 1.256 -1.873 1.615
H: -0.466 0.063 2.267
H: -2.043 -0.024 1.655
H: 1.053 1.196 1.271
H: 2.525 0.429 0.701
H: -0.601 2.045 -1.463
H: 0.088 2.884 -0.167
H: -1.333 3.180 -0.386



# 3
DFT (ωB97M-V/def2-TZVPD) results for an isolated ion of composition C5H12N4O and charge +2 at a distorted geometry.

Values from the calculation:
SMILES ... C=C(O)CNC(=[NH2+])NC=[NH2+]
HOMO-LUMO gap ... 8.16 eV
Relative energy (zero: lowest compared OMol25 entry of this formula, charge and spin) ... 0.0 kJ/mol
Net charge ... +2

Element x y z (Å)
C: -1.455 -1.242 -0.078
C: -1.102 1.178 -0.087
C: 1.063 0.370 0.919
C: 2.062 -0.258 -0.034
C: 3.360 -0.015 -0.022
N: 0.168 1.278 0.209
N: -1.844 0.010 0.164
N: -1.776 2.191 -0.605
N: -2.193 -2.275 0.150
O: 1.417 -1.105 -0.907
H: 0.488 -0.406 1.428
H: 1.604 0.954 1.666
H: -0.451 -1.384 -0.506
H: 4.035 -0.498 -0.706
H: 3.802 0.660 0.686
H: 0.634 2.138 -0.075
H: -2.800 0.171 0.483
H: -1.343 3.093 -0.765
H: -2.739 2.117 -0.905
H: -1.859 -3.210 -0.076
H: -3.132 -2.224 0.541
H: 2.062 -1.542 -1.479



# 4
DFT (ωB97M-V/def2-TZVPD) results for one molecule with the formula C5H12N6S at a distorted geometry.

Values from the calculation:
SMILES ... Cn1nc(N)nc1N=S(C)(C)=N
HOMO-LUMO gap ... 8.39 eV
Relative energy (zero: lowest compared OMol25 entry of this formula, charge and spin) ... 0.0 kJ/mol

Element x y z (Å)
C: 2.586 -0.116 0.387
C: 0.674 -0.059 -0.474
C: 1.305 -0.793 -2.806
C: -1.303 1.183 1.974
C: -3.360 0.474 -0.116
N: 1.293 0.258 0.620
N: 2.781 -0.504 -0.889
N: -1.883 -1.404 1.249
N: -0.835 0.114 -0.768
N: 1.574 -0.564 -1.393
N: 3.610 0.228 1.305
S: -1.710 -0.054 0.576
H: 0.784 0.096 -3.263
H: 2.325 -0.953 -3.223
H: 0.662 -1.638 -3.062
H: -0.559 1.898 1.525
H: -2.267 1.636 2.420
H: -0.793 0.550 2.748
H: -4.076 0.328 0.738
H: -3.213 1.556 -0.362
H: -3.341 -0.038 -1.119
H: -2.211 -2.133 0.616
H: 3.422 -0.010 2.234
H: 4.534 -0.056 1.083



Which value of relative energy (zero: lowest compared OMol25 entry of this formula, charge and spin) does entry 1 give? 224.9 kJ/mol



Look up the relative energy (zero: lowest compared OMol25 entry of this formula, charge and spin) of the first one. 224.9 kJ/mol